DFT (the ωB97M-V functional and the def2-TZVPD basis) results for an isolated molecule of C4H8O2.

The calculation puts the total energy at -307.65216 Eh. The calculation puts the energy above the lowest of the compared OMol25 structures with the same formula, charge and spin at 158.2 kJ/mol. The orbital gap comes out at 10.678 eV. The structure (SMILES) is O[C@H]1C[C@@H](O)C1. Its LUMO energy is 0.8 eV.

Last column: Löwdin charge in e.
Geometry (Å):
O -1.561127 1.192255 -0.225827  -0.0288
C -1.136164 -0.064730 0.236456  -0.3576
C -0.212029 -0.820760 -0.753221  -0.0747
C 0.991173 -0.209601 -0.004707  -0.3569
O 1.319482 1.081833 -0.512109  -0.0422
C 0.070894 0.000703 1.207707  -0.0708
H -0.753611 1.668602 -0.476530  0.0811
H -2.031398 -0.589116 0.579418  0.1389
H -0.321532 -0.575903 -1.815026  0.1166
H -0.267197 -1.906193 -0.618303  0.1152
H 1.893509 -0.823932 0.120664  0.1379
H 1.695131 0.965670 -1.394799  0.1034
H 0.212039 0.932787 1.762102  0.1208
H 0.100831 -0.851615 1.894173  0.1172

Forces on atoms 1 to 6 (eV/Å):
O 0.2 0.2 -0.1
C -0.1 -0.3 0.2
C 0.0 0.0 -0.1
C 0.1 -0.3 0.1
O 0.2 0.0 -0.2
C 0.0 0.1 0.1